## A
Density functional theory data (wB97M-V/def2-TZVPD) for one molecule with the formula C5H7NO2.

Each atom is followed by the atoms it is bonded to, with distances in Å.
Element x y z (Å)
1 O 0.32187 1.87369 0.05478  C4 1.229
2 O -1.73406 -1.21963 -0.38946  N3 1.419, C8 1.388
3 N -2.23840 -0.47215 0.70630  O2 1.419, C5 1.550, C8 1.427
4 C 0.16217 0.66017 -0.05978  O1 1.229, C7 1.493, C8 1.622
5 C -2.65564 0.69279 -0.22764  N3 1.550, C8 1.430, H13 1.160, H15 1.085
6 C 2.60436 -0.19263 0.14750  C7 1.576, H9 1.042, H12 1.108, H14 1.120
7 C 1.06829 -0.52372 0.02167  C4 1.493, C6 1.576, H10 1.105, H11 1.115
8 C -1.35107 0.10698 -0.24983  O2 1.388, N3 1.427, C4 1.622, C5 1.430
9 H 2.87507 -0.35604 -0.84485  C6 1.042
10 H 0.66482 -0.96594 0.95077  C7 1.105
11 H 0.82089 -1.27423 -0.76559  C7 1.115
12 H 2.88418 -1.00485 0.84740  C6 1.108
13 H -3.46115 0.25999 -0.94082  C5 1.160
14 H 2.99852 0.74929 0.60710  C6 1.120
15 H -2.95985 1.66628 0.14246  C5 1.085

## Properties
Multiplicity ... 1
SMILES ... CCC(=O)[C@]12CN1O2

## B
Density functional theory data (wB97M-V/def2-TZVPD) for one molecule with the formula C5H7NO2.

Each atom is followed by the atoms it is bonded to, with distances in Å.
Element x y z (Å)
1 O 2.33147 -0.51143 0.26426  C8 1.430, H13 0.991
2 O -0.09120 0.13261 1.59628  C5 1.421, H14 1.038
3 N 0.34643 2.95897 -0.04196  C7 1.181
4 C -2.25607 -0.54801 0.11613  C6 1.345, H10 1.128, H15 1.085
5 C 0.03793 0.31017 0.19231  O2 1.421, C6 1.470, C7 1.499, C8 1.558
6 C -1.23955 0.08377 -0.49853  C4 1.345, C5 1.470, H9 1.091
7 C 0.24192 1.79255 0.10864  N3 1.181, C5 1.499
8 C 1.12161 -0.57452 -0.49455  O1 1.430, C5 1.558, H11 1.123, H12 1.029
9 H -1.04282 0.34407 -1.53914  C6 1.091
10 H -3.24576 -0.71339 -0.39969  C4 1.128
11 H 0.79898 -1.64889 -0.55566  C8 1.123
12 H 1.32722 -0.26443 -1.45427  C8 1.029
13 H 3.00254 -0.92283 -0.33830  O1 0.991
14 H 0.90533 0.26757 1.85516  O2 1.038
15 H -2.23803 -0.70621 1.18932  C4 1.085

## Properties
Multiplicity ... 1
SMILES ... C=C[C@](O)(C#N)CO

## C
Density functional theory data (wB97M-V/def2-TZVPD) for a 2-piece molecular cluster, C5H7NO2 overall.

Each atom is followed by the atoms it is bonded to, with distances in Å.
Element x y z (Å)
1 O 0.45895 1.04693 -2.17121  C5 1.177
2 O -1.11621 -0.50274 -2.39743  C5 1.216, C6 1.542
3 N 1.14676 0.61615 0.49896  C7 1.445, C8 1.456, H10 0.895
4 C -0.78444 -2.32966 -0.63741  C6 1.426, H12 1.193, H13 1.061
5 C -0.08362 0.01383 -2.01563  O1 1.177, O2 1.216, C6 1.401
6 C -0.27532 -1.16927 -1.29051  O2 1.542, C4 1.426, C5 1.401
7 C 0.64697 0.73430 1.85002  N3 1.445, C8 1.520, H11 1.070, H14 1.163
8 C 0.02040 1.51462 0.70560  N3 1.456, C7 1.520, H9 1.140, H15 1.089
9 H -0.87112 1.00969 0.20625  C8 1.140
10 H 1.96417 0.96600 0.39424  N3 0.895
11 H 1.09172 1.14439 2.73306  C7 1.070
12 H -1.92770 -2.63919 -0.78381  C4 1.193
13 H -0.16584 -2.75083 0.11494  C4 1.061
14 H 0.04717 -0.24316 2.04437  C7 1.163
15 H -0.15188 2.58894 0.74857  C8 1.089

## Properties
Multiplicity ... 1
SMILES ... C=C1OC1=O.C1CN1

## D
Density functional theory data (wB97M-V/def2-TZVPD) for one molecule with the formula C5H7NO2.

Each atom is followed by the atoms it is bonded to, with distances in Å.
Element x y z (Å)
1 O 1.62674 0.70470 -0.62441  C6 1.424, C7 1.594
2 O -1.17433 2.35866 -0.05467  C8 1.204
3 N -1.86205 0.06343 0.27354  C5 1.290, C8 1.557, H15 0.873
4 C -0.29625 -1.04285 -0.67274  C5 1.264, C6 1.628, H14 0.960
5 C -1.38471 -1.09469 -0.03296  N3 1.290, C4 1.264, H11 1.162
6 C 0.28557 0.43763 -1.02025  O1 1.424, C4 1.628, C8 1.643, H13 1.204
7 C 1.75116 0.18693 0.87818  O1 1.594, H9 1.201, H10 1.124, H12 1.168
8 C -1.00391 1.20380 -0.34908  O2 1.204, N3 1.557, C6 1.643
9 H 1.34439 -0.90707 0.59672  C7 1.201
10 H 1.25988 0.72766 1.73246  C7 1.124
11 H -1.68774 -2.07966 0.50299  C5 1.162
12 H 2.86783 0.44500 1.10483  C7 1.168
13 H 0.49808 0.47997 -2.20445  C6 1.204
14 H 0.22835 -1.77498 -1.00476  C4 0.960
15 H -2.45299 0.29147 0.87459  N3 0.873

## Properties
Multiplicity ... 1
SMILES ... CO[C@H]1C=CNC1=O

It comes down to B, which is 0.0937 hartree more stable than the next structure.

## A
Density functional theory data (wB97M-V/def2-TZVPD) for one molecule with the formula C3H7N3.

Each atom is followed by the atoms it is bonded to, with distances in Å.
Element x y z (Å)
1 N 0.08617 -2.31095 0.60278  N3 1.338, H7 1.009, H10 1.016
2 N 1.38481 -0.48737 0.50320  N3 1.267, C4 1.433
3 N 0.36096 -1.10730 0.08743  N1 1.338, N2 1.267
4 C 1.15022 0.86369 0.08563  N2 1.433, C6 1.660, H9 1.090, H13 1.094
5 C -1.42929 1.25516 -0.45076  C6 1.339, H11 1.081, H12 1.079
6 C -0.27604 0.63468 -0.73132  C4 1.660, C5 1.339, H8 1.084
7 H -0.86744 -2.59135 0.42949  N1 1.009
8 H -0.09061 0.28171 -1.73921  C6 1.084
9 H 0.86392 1.46019 0.95187  C4 1.090
10 H 0.51176 -2.54649 1.49469  N1 1.016
11 H -1.58646 1.75392 0.49524  C5 1.081
12 H -2.10663 1.55694 -1.23414  C5 1.079
13 H 1.99862 1.23717 -0.49489  C4 1.094

## Properties
Multiplicity ... 1
SMILES ... C=CC/N=N/N

## B
Density functional theory data (wB97M-V/def2-TZVPD) for a 2-piece molecular cluster, C3H7N3 overall.

Each atom is followed by the atoms it is bonded to, with distances in Å.
Element x y z (Å)
1 N 1.56147 1.09114 0.41868  C4 1.456, H9 1.014, H11 1.012
2 N -2.16483 -3.37512 -0.51001  C5 1.171
3 N -0.56473 0.89229 -1.14475  C6 1.289, H12 1.023, H13 1.012
4 C 0.56207 0.10450 0.80404  N1 1.456, C6 1.495, H7 1.098, H8 1.097
5 C -1.55015 -2.38831 -0.37117  N2 1.171
6 C -0.63767 0.15928 -0.08697  N3 1.289, C4 1.495, H10 1.111
7 H 0.22366 0.18547 1.84495  C4 1.098
8 H 0.92946 -0.92266 0.68955  C4 1.097
9 H 1.59847 1.85540 1.08340  N1 1.014
10 H -1.44925 -0.58800 0.04425  C6 1.111
11 H 2.48819 0.68724 0.36456  N1 1.012
12 H 0.30782 1.40256 -1.30068  N3 1.023
13 H -1.30451 0.89622 -1.83584  N3 1.012

## Properties
Multiplicity ... 1

It comes down to B, which is 0.0453 hartree more stable than the next structure.

## A
Density functional theory data (wB97M-V/def2-TZVPD) for a 2-piece molecular cluster, C3H12N3S overall.

Each atom is followed by the atoms it is bonded to, with distances in Å.
Element x y z (Å)
1 S -1.84843 -0.30714 -1.59388  C6 1.849, H11 1.346
2 N -1.20708 -1.37196 1.47308  C7 1.302, H8 1.007, H18 1.009
3 N 0.90401 -1.27092 2.37193  C7 1.319, H15 1.004, H16 1.009
4 N 1.44137 2.01952 -0.89064  C5 1.464, H13 1.013, H17 1.018
5 C 0.33458 1.09580 -0.63785  N4 1.464, C6 1.524, H14 1.093, H19 1.097
6 C -0.53265 0.95928 -1.88410  S1 1.849, C5 1.524, H9 1.087, H10 1.088
7 C 0.04632 -1.72507 1.47935  N2 1.302, N3 1.319, H12 1.083
8 H -1.56904 -0.76056 2.18715  N2 1.007
9 H 0.05549 0.66780 -2.75037  C6 1.087
10 H -1.00215 1.92209 -2.07595  C6 1.088
11 H -2.03973 -0.44962 -2.91904  S1 1.346
12 H 0.38509 -2.46804 0.76797  C7 1.083
13 H 2.15934 1.52250 -1.40478  N4 1.013
14 H -0.28428 1.48391 0.17558  C5 1.093
15 H 1.89665 -1.31586 2.23095  N3 1.004
16 H 0.55353 -0.66097 3.09559  N3 1.009
17 H 1.87390 2.27431 -0.00451  N4 1.018
18 H -1.83151 -1.69927 0.75155  N2 1.009
19 H 0.66457 0.08419 -0.37202  C5 1.097

## Properties
Multiplicity ... 1
Charge ... +1

## B
Density functional theory data (wB97M-V/def2-TZVPD) for a 2-piece molecular cluster, C3H12N3S overall.

Each atom is followed by the atoms it is bonded to, with distances in Å.
Element x y z (Å)
1 S -1.68755 0.86396 1.89179  N2 1.549, N3 1.701, C6 1.817
2 N -1.53224 -0.45244 1.09111  S1 1.549, H15 1.067, H16 1.170
3 N -2.09729 2.10558 0.80372  S1 1.701, H13 0.997, H14 0.934
4 N 0.28807 -0.60560 -0.81003  C7 1.258, H10 1.015
5 C 1.98861 -1.77972 -2.22331  C7 1.502, H12 1.050, H18 1.191, H19 1.035
6 C 0.05836 1.36591 1.84020  S1 1.817, H8 1.124, H9 1.138, H17 1.115
7 C 1.10832 -1.53351 -1.03195  N4 1.258, C5 1.502, H11 1.151
8 H 0.08247 2.48529 1.93490  C6 1.124
9 H 0.32693 0.86437 0.85458  C6 1.138
10 H 0.25640 0.13994 -1.49778  N4 1.015
11 H 1.03341 -2.39255 -0.26890  C7 1.151
12 H 2.64905 -2.56710 -2.00875  C5 1.050
13 H -1.36305 2.48860 0.24898  N3 0.997
14 H -2.72509 2.72992 1.10155  N3 0.934
15 H -2.35124 -1.11935 0.93795  N2 1.067
16 H -0.78280 -0.59637 0.20460  N2 1.170
17 H 0.79816 0.90420 2.53554  C6 1.115
18 H 1.30146 -1.89511 -3.18893  C5 1.191
19 H 2.64801 -1.00600 -2.41528  C5 1.035

## Properties
Multiplicity ... 1
Charge ... +1

## C
Density functional theory data (wB97M-V/def2-TZVPD) for a 2-piece molecular cluster, C3H12N3S overall.

Each atom is followed by the atoms it is bonded to, with distances in Å.
Element x y z (Å)
1 S -0.37746 -1.35030 -0.02168  C5 1.820, H19 1.350
2 N -0.51704 2.08722 1.32011  C7 1.333, H8 1.023, H12 1.023
3 N -0.38521 4.11051 0.21704  C7 1.333, H10 1.023, H14 1.023
4 N -0.23287 2.13679 -0.97000  C7 1.333, H9 1.023, H17 1.023
5 C 0.84350 -2.61476 -0.49182  S1 1.820, C6 1.522, H11 1.107, H18 1.107
6 C 0.56596 -3.98373 0.11312  C5 1.522, H13 1.103, H15 1.103, H16 1.103
7 C -0.37838 2.77817 0.18906  N2 1.333, N3 1.333, N4 1.333
8 H -0.62874 2.57958 2.20986  N2 1.023
9 H -0.12643 2.66721 -1.83825  N4 1.023
10 H -0.27877 4.64092 -0.65121  N3 1.023
11 H 0.90241 -2.66810 -1.59596  C5 1.107
12 H -0.51179 1.06446 1.29863  N2 1.023
13 H -0.39998 -4.37507 -0.24801  C6 1.103
14 H -0.49691 4.60286 1.10679  N3 1.023
15 H 0.52947 -3.91753 1.21352  C6 1.103
16 H 1.36124 -4.69347 -0.17045  C6 1.103
17 H -0.22762 1.11404 -0.99149  N4 1.023
18 H 1.80606 -2.21161 -0.12251  C5 1.107
19 H -1.44742 -1.96721 -0.56674  S1 1.350

## Properties
Multiplicity ... 1
Charge ... +1

It comes down to C, which is 0.0526 hartree more stable than the next structure.